(1)
A structure of composition C26H46OOsP2 at a distorted geometry, computed with ωB97M-V/def2-TZVPD.

Structure (XYZ):
```
76
Properties=species:S:1:pos:R:3
Os 0.12900 -1.57403 1.03630
C 0.81363 -1.28465 3.00345
C -0.58974 -0.97858 2.90093
C -0.30699 -3.21718 2.38585
C 0.97893 -2.67453 2.67562
C -1.27366 -2.17126 2.48487
C 1.91588 -0.39672 3.52281
H 1.57365 0.63552 3.58686
H 2.79073 -0.45339 2.85728
H 2.23808 -0.72817 4.52749
C 2.22886 -3.48756 2.93052
H 3.10022 -2.82505 2.97777
H 2.39889 -4.24645 2.15439
H 2.15732 -4.01642 3.89787
C -0.66232 -4.68570 2.32885
H -0.98721 -5.05079 3.31547
H 0.17406 -5.32167 2.03052
H -1.50127 -4.86272 1.63798
C -2.76551 -2.40211 2.49279
H -3.09212 -2.91405 3.41029
H -3.07554 -3.03527 1.65326
H -3.30772 -1.46072 2.44035
C -1.27418 0.27889 3.34839
H -1.71885 0.16034 4.35024
H -2.08611 0.53846 2.65799
H -0.56680 1.10829 3.38501
C 1.57868 3.46287 -2.52269
C 1.38806 4.21653 -1.42155
C 0.48192 5.41796 -1.37746
C -0.88227 5.24893 -2.09091
C -1.46400 3.86670 -1.99960
C -1.31163 2.91970 -2.94069
C -0.36147 2.99650 -4.11132
C 0.95441 3.76703 -3.85352
H 1.00883 6.27963 -1.81656
H -0.81880 5.59294 -3.13084
H 0.27746 5.68665 -0.33070
H 0.80249 4.84556 -3.99399
H 2.33220 2.66418 -2.55558
H 2.05528 4.12989 -0.56000
H 1.67824 3.45666 -4.62392
H -0.09565 1.97958 -4.43966
H -2.00463 2.07697 -2.98743
H -0.89178 3.46301 -4.95770
H -1.59617 5.92070 -1.58911
H -2.15598 3.73804 -1.15505
P 1.05385 0.40022 -0.04027
P -1.45826 -1.36088 -0.78633
C 0.35413 0.57823 -1.74981
C -0.70148 -0.43387 -2.18679
H 1.21240 0.54109 -2.44022
H -0.04556 1.60060 -1.81103
H -1.50231 0.06789 -2.75204
H -0.22589 -1.15680 -2.86267
C -1.95073 -2.98952 -1.41256
H -2.48045 -3.53813 -0.62177
H -1.04992 -3.55384 -1.69095
H -2.60594 -2.88749 -2.28916
C -2.93775 -0.42299 -0.30176
H -3.40536 0.03329 -1.18543
H -2.67268 0.37025 0.41030
H -3.65712 -1.09628 0.18146
C 2.85427 0.42544 -0.18666
H 3.28709 0.27631 0.80963
H 3.20753 1.37495 -0.60908
H 3.15347 -0.41101 -0.82992
C 0.53829 1.89495 0.85319
H -0.52630 1.84971 1.10950
H 0.71150 2.78060 0.23205
H 1.12858 1.97983 1.77401
C 1.54243 -4.23255 -0.32292
C 1.28441 -2.76740 -0.45704
O 1.74044 -2.15282 -1.41587
H 2.63459 -4.39011 -0.31021
H 1.13890 -4.74894 -1.21010
H 1.11144 -4.69529 0.56758
```

- Maximum force: 0.1419 hartree/bohr
- Multiplicity: 5
- Total charge: +2
- Total energy: -50780.47279 eV

---

(2)
A cluster of 3 separate species, C26H47BBr2Cl2NO13S2 in total, computed with ωB97M-V/def2-TZVPD.

Structure (XYZ):
```
94
Properties=species:S:1:pos:R:3
C -2.17996 4.28220 1.21145
C -1.25230 3.05764 1.12670
C 0.04089 3.31874 1.89634
C -0.93100 2.71817 -0.35215
C -1.07291 1.21761 -0.64225
C -0.08573 0.55597 -1.64587
C -0.02540 -0.93593 -1.19689
Br -1.73021 -1.87678 -1.37591
C 1.24865 -1.70783 -1.61355
C 2.11681 -1.92902 -0.38339
Br 0.95110 -3.48452 -2.40639
O 1.21491 0.98575 -1.30331
B 1.92178 1.66168 -2.39181
C 3.35738 1.02579 -2.85242
C 4.48975 2.02769 -3.09597
C 4.30025 2.99983 -4.22039
O 4.95825 4.00404 -4.36607
O 3.34002 2.65300 -5.09497
O 2.20197 3.13699 -1.91914
C 2.66298 3.25334 -0.74980
N 3.10282 3.34956 0.31967
O 0.95100 1.66146 -3.47248
C -0.27607 1.04100 -3.16858
C -1.38065 2.13190 -3.39709
C -0.80849 3.54556 -3.49453
C -0.28635 3.94622 -4.83986
O 0.33933 4.95439 -5.05906
O -0.62160 3.10826 -5.84657
C -0.47660 0.08384 -4.39263
Cl 0.89011 -1.01017 -4.68819
C -1.87410 -0.59719 -4.53562
C -2.59895 -0.07691 -5.78183
Cl -1.80266 -2.37770 -4.72543
H -1.99135 4.97398 0.39345
H -3.22222 3.96399 1.15626
H -2.05430 4.80254 2.16012
H -1.75793 2.20819 1.57910
H -0.16630 3.64810 2.91362
H 0.65017 4.05568 1.37723
H 0.64338 2.41142 1.92445
H 0.07054 3.07613 -0.57362
H -1.63310 3.27697 -0.96559
H -2.08429 1.04496 -1.01705
H -1.02639 0.68712 0.30318
H 0.04615 -0.87670 -0.12057
H 1.81320 -1.13496 -2.33235
H 2.95206 -2.58654 -0.60270
H 1.53078 -2.31646 0.44880
H 2.50349 -0.95262 -0.08588
H 3.72155 0.28862 -2.13257
H 3.17518 0.48650 -3.78018
H 4.74030 2.60860 -2.21308
H 5.40286 1.47669 -3.34593
H 3.12470 3.44674 -5.60678
H -2.14534 2.11371 -2.62918
H -1.90865 1.94275 -4.32203
H -1.62018 4.25434 -3.29920
H -0.03828 3.75649 -2.76520
H -0.36884 3.56431 -6.66303
H -0.40846 0.76352 -5.23031
H -2.47482 -0.38797 -3.65817
H -1.90136 0.08598 -6.60011
H -3.07727 0.87878 -5.57017
H -3.37078 -0.77035 -6.09773
O -1.78766 -0.19482 2.58611
S -2.16080 -1.34004 3.35957
O -1.98760 -2.65096 2.81481
O -3.67288 -1.15679 3.82024
C -4.63127 -0.86367 2.77535
C -4.96384 -2.06844 1.92016
C -1.39919 -1.26984 4.93722
H -4.25392 -0.03741 2.17061
H -5.51115 -0.51144 3.31035
H -4.10417 -2.39076 1.33484
H -5.77069 -1.81249 1.23249
H -5.27978 -2.90545 2.54325
H -1.54296 -0.28185 5.36567
H -0.34245 -1.46953 4.77338
H -1.82754 -2.04351 5.56839
O 1.12367 -3.36749 5.51498
S 1.31292 -4.77517 5.32906
O 0.26297 -5.67629 5.69122
O 2.65617 -5.20277 6.06545
C 2.80178 -4.82769 7.45323
C 1.97214 -5.68413 8.38693
C 1.82772 -5.09616 3.68213
H 2.56656 -3.76799 7.56100
H 3.86326 -4.95446 7.65528
H 0.90634 -5.52498 8.23380
H 2.21392 -5.43296 9.42022
H 2.17873 -6.74136 8.22157
H 2.63702 -4.41798 3.42723
H 0.96205 -4.91479 3.04750
H 2.14119 -6.13390 3.61117
```

- Maximum force: 0.0166 hartree/bohr
- Multiplicity: 1
- Total charge: -1
- Total energy: -243314.24700 eV

---

(3)
A cluster of 2 separate species, C26H47F10NO3PS in total at a distorted geometry, computed with ωB97M-V/def2-TZVPD.

Structure (XYZ):
```
89
Properties=species:S:1:pos:R:3
C -1.38632 5.23751 0.63055
C -2.09334 3.84998 0.01946
C -1.09210 3.17054 -1.05039
P -0.51496 1.36428 -0.80181
C -0.19481 1.55544 1.06975
C 1.36416 1.20425 1.57048
C 1.18516 0.65064 3.13752
C 0.70161 1.86931 4.13160
C 0.57580 1.45499 5.71259
C 1.49305 0.17454 6.17189
C 0.80706 -1.29473 5.91750
O 1.65993 -1.99202 4.92204
C 1.25901 -3.40560 4.83401
C 1.25354 2.01293 -1.27686
C 1.38870 2.45079 -2.86954
C 3.01894 2.28341 -3.21226
C 3.25001 0.70650 -3.59727
C 4.32620 0.48268 -4.85942
F 5.16543 1.68304 -5.11369
F 3.42646 0.38126 -6.07218
C 5.12878 -0.93630 -4.79359
F 4.20546 -1.98204 -4.21743
F 5.46631 -1.44090 -6.17726
S 6.70721 -0.96865 -3.81405
F 6.26906 0.31086 -2.77117
F 5.92211 -2.06142 -2.69698
F 7.18075 -2.37468 -4.71011
F 7.57559 0.02897 -4.90058
F 8.15441 -1.14151 -2.90433
C -2.39204 0.92276 -0.61329
C -2.87050 -0.41907 -1.49906
O -2.90425 -0.27327 -2.85264
F -3.29150 -1.70313 -0.89146
C 0.03736 -0.45199 -0.87223
C -0.48749 -1.36876 0.55667
C -0.23178 -3.08334 0.42277
O 0.65667 -2.06857 1.36596
H -0.23829 5.07223 0.86936
H -1.48779 6.04020 -0.21937
H -1.95265 5.63446 1.57947
H -2.41064 3.22126 0.94673
H -3.08039 4.22748 -0.53278
H -0.20550 3.95997 -1.18621
H -1.66271 3.23505 -2.10103
H -0.74337 1.21618 -2.25035
H -1.00853 1.03476 1.77210
H -0.21990 2.68514 1.46800
H 1.93498 0.44459 0.92187
H 2.03666 2.16963 1.66556
H 0.29305 -0.11751 3.08847
H 2.20488 0.14609 3.47369
H 1.36591 2.83130 3.92984
H -0.39669 2.18010 3.78168
H 0.88404 2.38113 6.38472
H -0.56489 1.24243 5.99107
H 1.66667 0.26899 7.34758
H 2.53452 0.28337 5.63655
H -0.29721 -1.26506 5.52926
H 0.88046 -1.91252 6.91073
H 1.91804 -3.89484 3.98229
H 0.12499 -3.45732 4.53754
H 1.44106 -3.98368 5.83605
H 1.59038 2.93491 -0.59453
H 2.10241 1.22553 -1.11285
H 0.85176 1.73587 -3.61897
H 1.11561 3.60002 -3.03346
H 3.26671 3.04637 -4.06398
H 3.65205 2.47743 -2.21917
H 3.70791 0.09066 -2.68277
H 2.28407 0.12330 -3.91558
H -3.10727 1.70835 -1.16620
H -2.75371 0.89114 0.49390
H 1.19000 -0.66588 -0.76286
H -0.26951 -1.07205 -1.81171
H -1.52125 -0.98907 1.15935
H -0.82316 -3.81143 1.12654
H 0.45828 -3.39147 -0.48221
C -6.16660 -2.86447 -1.42030
C -7.18177 -3.82573 -2.03044
C -8.17618 -4.37127 -1.00373
C -7.43030 -5.13618 0.07747
N -6.81148 -5.77067 0.97445
H -5.54330 -3.35854 -0.66823
H -5.49585 -2.47841 -2.19448
H -6.66810 -2.01238 -0.94740
H -6.64363 -4.65566 -2.50460
H -7.73297 -3.30553 -2.82149
H -8.88970 -5.04330 -1.49212
H -8.74075 -3.55363 -0.54263
```

- Maximum force: 0.1954 hartree/bohr
- Multiplicity: 1
- Total charge: -1
- Total energy: -82635.72332 eV

---

(4)
A cluster of 4 separate species, C26H47FN4O7S2 in total at a distorted geometry, computed with ωB97M-V/def2-TZVPD.

Structure (XYZ):
```
87
Properties=species:S:1:pos:R:3
C 4.79331 -2.71361 5.14217
N 5.16877 -2.71204 3.64537
C 3.95618 -3.00287 2.79768
C 3.77399 -1.97992 1.49559
C 5.02862 -2.28418 0.43166
C 4.71859 -2.90927 -1.08820
C 6.02326 -3.21332 -2.03169
N 7.47419 -3.00735 -1.70040
C 7.72340 -2.42053 -0.33961
C 6.62257 -2.03511 0.81092
C 3.65029 -0.39792 1.91153
C 2.14672 -0.09136 2.57721
C 2.11072 1.24258 3.52442
C 0.66137 1.56260 4.22544
F 3.06676 0.98745 4.66659
C 0.99380 -0.17465 1.42173
C 0.45133 1.25663 0.84796
C -1.16120 1.48390 1.22705
S -2.32768 0.45211 0.18372
C -2.45114 -1.32766 0.86615
N -2.66853 -2.61288 0.08675
N -2.64603 -3.68936 0.99097
C -2.42165 -3.18235 2.39867
O -2.31076 -1.71742 2.30256
S 1.68260 -1.25913 0.04260
O 0.42535 -1.93243 -0.62961
O 2.43549 -0.48976 -1.06771
O 2.56034 -2.51004 0.78876
H 4.66974 -1.58799 5.47890
H 3.79728 -3.28511 5.36541
H 5.65536 -3.24410 5.72898
H 5.56464 -1.75927 3.49733
H 4.13508 -4.07726 2.31289
H 2.93994 -3.07065 3.37274
H 3.64773 -3.14307 -1.49716
H 5.78504 -3.64908 -3.11811
H 8.86468 -2.21623 -0.05299
H 6.96796 -1.59651 1.83886
H 4.41629 -0.06236 2.76350
H 3.86993 0.35576 1.01167
H 1.95907 -1.01988 3.30381
H 2.54417 2.20009 2.95916
H 0.21279 2.54735 3.72693
H -0.12807 0.69839 4.12056
H 0.80429 1.83064 5.37656
H 0.08430 -0.76761 1.88377
H 1.10958 2.18902 1.10236
H 0.46402 1.16756 -0.34268
H -1.39299 2.61707 0.97691
H -1.38788 1.21343 2.35651
H -2.30657 -3.72576 3.42871
C -2.01634 -2.25339 -4.20887
C -2.61464 -0.88794 -4.50694
C -1.77423 0.22827 -3.90766
O -3.93460 -0.82397 -3.97297
H -1.97061 -2.43404 -3.12902
H -2.63827 -3.04756 -4.63571
H -1.00601 -2.34010 -4.62065
H -2.69251 -0.74880 -5.59068
H -1.71988 0.13571 -2.81707
H -2.22340 1.20447 -4.11953
H -0.75664 0.21601 -4.31041
H -3.87528 -0.94648 -3.01092
C -5.61429 2.05329 -8.00266
C -4.84254 0.76530 -8.24092
C -5.75724 -0.44769 -8.18329
O -3.82356 0.63569 -7.25280
H -6.08061 2.05311 -7.01104
H -4.94121 2.91679 -8.03480
H -6.39605 2.19023 -8.75630
H -4.34838 0.80759 -9.21761
H -6.22869 -0.53666 -7.19802
H -5.18623 -1.36837 -8.34419
H -6.54329 -0.38578 -8.94234
H -4.25312 0.59732 -6.38213
C -3.68101 4.88406 5.08612
C -2.28780 4.48810 4.62410
C -1.50476 5.69334 4.12855
O -2.39300 3.52933 3.57472
H -4.25729 5.32161 4.26317
H -4.23730 4.00485 5.42851
H -3.63428 5.60953 5.90427
H -1.74757 4.01228 5.44973
H -2.00381 6.15967 3.27157
H -0.50858 5.39154 3.78775
H -1.39273 6.44309 4.91797
H -2.87136 3.94312 2.83715
```

- SMILES: CNC[C@]1(c2ccncc2)C[C@@H]([C@@H](C)F)[C@@H](CCSc2nnco2)S(=O)(=O)O1.CC(C)O.CC(C)O.CC(C)O
- Maximum force: 0.1488 hartree/bohr
- Multiplicity: 1
- Total energy: -72387.33824 eV

---

(5)
A cluster of 6 separate species, C26H47NO17P in total at a distorted geometry, computed with ωB97M-V/def2-TZVPD.

Structure (XYZ):
```
92
Properties=species:S:1:pos:R:3
C -0.96756 -1.24730 0.99519
C -1.92017 -0.71228 2.13505
P -3.12122 0.67427 1.62480
C -4.22206 -0.47714 0.55434
C -5.53233 -0.96485 1.28224
N -6.34176 -1.73784 0.28386
O -2.27796 1.04553 0.12159
C -2.23276 2.46371 0.05582
C -2.01920 2.98632 1.55161
O -2.16660 1.91108 2.46253
H -0.07451 -0.60845 0.86125
H -1.48198 -1.44735 0.04580
H -0.58078 -2.23855 1.34978
H -2.54373 -1.58331 2.42907
H -1.24479 -0.42308 2.96687
H -4.09608 1.74876 1.47125
H -3.88202 0.37809 2.83908
H -3.69502 -1.41462 0.26777
H -4.45797 0.06716 -0.37730
H -5.26074 -1.63928 2.11283
H -6.14912 -0.12292 1.63369
H -5.68407 -2.35261 -0.18797
H -6.64723 -1.09295 -0.43687
H -3.26026 2.73089 -0.28011
H -1.53222 2.82460 -0.71876
H -1.04160 3.50894 1.58990
H -2.88068 3.67496 1.68042
C 0.07178 2.75906 4.81946
C 1.30197 3.44208 4.27289
C 2.13172 2.56835 3.37556
O 3.44959 3.10653 3.55823
C 3.48218 3.67490 4.78948
O 4.47549 4.04609 5.33098
O 2.24033 3.75937 5.31939
H -0.50553 3.45532 5.43233
H -0.56739 2.39426 4.01204
H 0.33800 1.91341 5.46451
H 1.02692 4.37739 3.77337
H 1.82942 2.63395 2.33150
H 2.13698 1.51803 3.68136
C -0.02477 -3.03491 -3.15803
C -1.08022 -4.11453 -3.12012
C -2.01838 -4.10429 -4.29706
O -3.21920 -4.64777 -3.73636
C -3.19564 -4.36764 -2.40488
O -4.11219 -4.49201 -1.66598
O -1.97941 -3.90812 -2.02788
H 0.63404 -3.12291 -2.29351
H 0.57386 -3.09884 -4.05706
H -0.48591 -2.04627 -3.10459
H -0.61345 -5.09732 -2.99383
H -1.66338 -4.72044 -5.12223
H -2.23269 -3.09797 -4.66843
C 0.31329 -4.25405 4.62275
C 0.70508 -2.80354 4.45982
C 2.02468 -2.44588 5.09183
O 1.84320 -1.06537 5.41364
C 0.50873 -0.86892 5.58145
O 0.02440 0.11672 6.02785
O -0.19792 -1.94581 5.16319
H -0.63135 -4.44922 4.11357
H 1.07484 -4.91609 4.20781
H 0.16123 -4.49995 5.67553
H 0.68167 -2.52410 3.40139
H 2.86488 -2.57445 4.41071
H 2.22569 -2.99720 6.01556
C 2.66768 1.44598 -1.66975
C 2.66405 -0.06480 -1.68636
C 4.02962 -0.68611 -1.57580
O 3.86020 -1.92332 -2.27912
C 2.86496 -1.73546 -3.17983
O 2.58958 -2.49731 -4.05047
O 2.21891 -0.56716 -2.95744
H 1.64811 1.82711 -1.71828
H 3.13738 1.83073 -0.76385
H 3.19304 1.84343 -2.53844
H 1.98899 -0.44937 -0.91522
H 4.32496 -0.86676 -0.54364
H 4.81094 -0.10543 -2.07504
C 3.63972 2.83652 -7.28126
C 2.58493 2.68720 -6.20851
C 1.35293 3.52187 -6.43529
O 0.89343 3.75495 -5.10275
C 1.97517 3.68599 -4.28769
O 1.98012 4.01050 -3.14848
O 3.05353 3.19182 -4.95153
H 4.48639 2.18052 -7.07402
H 3.23898 2.58526 -8.26396
H 4.02907 3.85593 -7.30445
H 2.32967 1.63128 -6.07513
H 0.59480 3.00045 -7.01753
H 1.56466 4.48655 -6.90618
```

- Maximum force: 0.0382 hartree/bohr
- Multiplicity: 1
- Total charge: -1
- Total energy: -73311.50663 eV